(1)
138
Properties=species:S:1:pos:R:3:lowdin_spin:R:1 method="wB97M-V/def2-TZVPD" s_squared=3.75 spin_multiplicity=4 total_charge=+1
Co 13.680 11.774 -14.315 2.804
Br 12.671 13.387 -15.998 0.056
O 14.677 10.445 -13.004 0.024
C 15.190 9.818 -12.072 0.002
O 14.727 9.855 -10.839 -0.001
C 15.440 8.995 -9.940 0.000
C 16.770 8.743 -10.702 0.000
C 16.369 8.904 -12.165 0.000
H 14.947 8.050 -9.711 0.000
H 15.578 9.457 -8.962 0.000
H 17.035 7.700 -10.534 0.000
H 17.598 9.389 -10.412 0.000
H 16.097 7.973 -12.662 0.000
H 17.099 9.456 -12.757 0.000
O 8.922 17.652 -14.549 0.000
C 9.408 16.736 -13.887 0.000
O 9.749 16.925 -12.564 0.000
C 10.412 15.796 -11.922 0.000
C 10.709 14.913 -13.141 0.000
C 9.789 15.345 -14.255 0.000
H 9.752 15.230 -11.264 0.000
H 11.274 16.108 -11.333 0.000
H 10.583 13.883 -12.810 0.000
H 11.729 14.902 -13.526 0.000
H 8.790 14.912 -14.201 0.000
H 10.231 15.177 -15.237 0.001
O 13.778 17.662 -14.266 0.000
C 12.836 18.436 -14.514 0.000
O 12.295 19.275 -13.554 0.000
C 11.300 20.081 -14.102 0.000
C 11.656 20.099 -15.603 0.000
C 12.254 18.758 -15.903 0.000
H 11.407 21.091 -13.707 0.000
H 10.297 19.696 -13.915 0.000
H 12.441 20.827 -15.811 0.000
H 10.713 20.193 -16.140 0.000
H 13.021 18.699 -16.674 0.000
H 11.570 17.946 -16.152 0.000
O 7.331 8.748 -14.647 0.000
C 7.671 9.874 -15.066 0.000
O 8.857 10.039 -15.745 0.000
C 9.194 11.399 -16.041 0.000
C 8.379 12.156 -15.008 0.000
C 7.072 11.287 -14.799 0.000
H 8.892 11.628 -17.063 0.000
H 10.268 11.521 -15.905 0.000
H 8.169 13.185 -15.297 0.000
H 9.082 12.182 -14.175 0.000
H 6.313 11.490 -15.555 0.000
H 6.643 11.190 -13.802 0.000
O 11.916 11.194 -13.426 0.021
C 11.190 10.404 -12.777 0.006
O 10.849 9.202 -13.175 0.001
C 10.043 8.505 -12.227 0.000
C 9.678 9.499 -11.216 0.000
C 10.573 10.707 -11.444 0.001
H 10.623 7.672 -11.830 0.000
H 9.137 8.135 -12.708 0.000
H 9.886 9.126 -10.213 0.000
H 8.607 9.687 -11.293 0.000
H 11.313 10.809 -10.650 0.000
H 9.973 11.617 -11.453 0.000
O 6.879 12.118 -21.740 0.000
C 7.680 12.855 -21.196 0.000
O 7.448 14.167 -21.059 0.000
C 8.567 14.831 -20.410 0.000
C 9.650 13.760 -20.219 0.000
C 8.944 12.469 -20.470 0.000
H 8.263 15.181 -19.424 0.000
H 8.723 15.641 -21.122 0.000
H 10.087 13.761 -19.221 0.000
H 10.437 13.830 -20.971 0.000
H 8.619 11.897 -19.601 0.000
H 9.495 11.750 -21.077 0.000
O 15.328 10.252 -18.959 0.000
C 14.711 11.169 -19.525 0.000
O 15.262 12.017 -20.321 0.000
C 14.355 12.829 -20.980 0.000
C 13.075 12.589 -20.233 0.000
C 13.194 11.309 -19.483 0.000
H 14.291 12.528 -22.025 0.000
H 14.605 13.889 -20.943 0.000
H 12.235 12.422 -20.908 0.000
H 12.784 13.431 -19.605 0.000
H 12.757 10.453 -19.998 0.000
H 12.992 11.423 -18.418 0.000
O 13.272 10.150 -15.523 0.023
C 13.375 9.171 -16.188 0.003
O 14.605 8.697 -16.504 -0.001
C 14.519 7.412 -17.180 0.000
C 13.111 6.966 -16.955 0.000
C 12.322 8.285 -16.716 0.001
H 15.135 6.686 -16.650 0.000
H 14.829 7.381 -18.225 0.000
H 13.039 6.295 -16.099 0.000
H 12.716 6.474 -17.844 0.000
H 11.450 8.069 -16.099 0.000
H 11.965 8.856 -17.574 0.000
O 15.644 11.980 -14.960 0.021
C 16.802 11.607 -15.174 0.004
O 17.717 11.587 -14.230 0.001
C 18.997 11.345 -14.731 0.000
C 18.817 11.246 -16.282 0.000
C 17.331 10.989 -16.463 0.001
H 19.375 10.412 -14.314 0.000
H 19.535 12.203 -14.328 0.000
H 19.419 10.448 -16.715 0.000
H 19.144 12.199 -16.697 0.000
H 16.993 9.953 -16.498 0.000
H 16.837 11.369 -17.358 0.000
O 17.253 15.486 -15.566 0.000
C 16.507 15.522 -16.504 0.000
O 16.539 14.629 -17.470 0.000
C 15.482 14.809 -18.463 0.000
C 15.188 16.322 -18.259 0.000
C 15.450 16.569 -16.794 0.000
H 14.690 14.092 -18.248 0.001
H 15.897 14.622 -19.454 0.000
H 14.211 16.465 -18.720 0.000
H 15.794 17.024 -18.833 0.000
H 14.562 16.385 -16.189 0.000
H 15.780 17.583 -16.570 0.000
C 14.629 14.347 -12.771 0.001
O 13.761 13.281 -12.731 0.024
H 15.379 14.186 -11.996 0.000
H 15.160 14.539 -13.703 0.000
H 13.910 15.105 -12.460 0.000
H 13.316 13.361 -11.884 0.002
N 10.278 18.230 -20.599 0.000
C 9.395 18.332 -19.585 0.000
C 9.737 17.522 -18.577 0.000
C 10.906 16.890 -19.010 0.000
C 11.255 17.310 -20.269 0.000
H 10.201 18.707 -21.486 0.000
H 8.600 19.063 -19.579 0.000
H 9.333 17.366 -17.588 0.000
H 11.445 16.154 -18.433 0.000
H 12.042 17.169 -20.995 0.000

(2)
35
Properties=species:S:1:pos:R:3:nbo_charge:R:1 method="wB97M-V/def2-TZVPD" total_charge=+1
C -2.910 -0.597 3.025 -0.290
N -3.722 0.475 3.023 0.039
N -4.627 1.200 3.019 0.035
C -1.493 -0.409 3.040 0.001
C -0.572 -1.494 3.055 -0.228
C 0.803 -1.268 3.035 -0.223
C 1.296 0.050 3.012 -0.105
Br 3.156 0.388 2.975 0.090
C 0.403 1.133 3.020 -0.215
C -0.970 0.902 3.042 -0.232
H -3.348 -1.604 3.101 0.239
H -0.970 -2.510 3.090 0.211
H 1.504 -2.098 3.034 0.236
H 0.772 2.150 3.008 0.237
H -1.645 1.755 3.066 0.212
C -5.150 -1.348 -0.096 -0.725
C -3.837 -1.187 -0.770 0.435
C -3.430 0.197 -1.106 -0.716
C -3.019 -2.300 -1.037 -0.141
C -1.885 -2.236 -1.915 -0.073
C -1.077 -3.343 -2.140 -0.235
C -1.346 -4.567 -1.510 -0.052
C -2.455 -4.670 -0.657 -0.235
C -3.279 -3.576 -0.431 -0.084
H -5.636 -2.300 -0.341 0.256
H -5.058 -1.276 0.999 0.287
H -5.818 -0.535 -0.410 0.263
H -2.690 0.265 -1.908 0.249
H -4.324 0.758 -1.408 0.261
H -3.018 0.715 -0.223 0.300
H -1.668 -1.300 -2.436 0.229
H -0.225 -3.249 -2.816 0.250
H -0.700 -5.430 -1.682 0.248
H -2.681 -5.615 -0.161 0.248
H -4.139 -3.678 0.235 0.229

(3)
23
Properties=species:S:1:pos:R:3:nbo_charge:R:1 method="wB97M-V/def2-TZVPD" smiles=Cc1ccccc1.CC
C 1.965 -1.912 0.858 -0.634
C 0.805 -0.908 1.205 0.017
C -0.465 -1.443 1.307 -0.242
C -1.517 -0.598 1.711 -0.198
C -1.312 0.766 1.865 -0.231
C -0.034 1.293 1.566 -0.203
C 1.038 0.481 1.338 -0.242
H 2.864 -1.901 1.427 0.219
H 2.325 -1.733 -0.145 0.215
H 1.549 -2.955 0.914 0.213
H -0.775 -2.470 1.055 0.219
H -2.548 -0.974 1.913 0.214
H -2.139 1.435 2.214 0.220
H 0.076 2.410 1.705 0.216
H 2.035 0.788 1.011 0.220
C -1.039 1.294 -1.994 -0.616
C -0.017 0.648 -2.955 -0.604
H -1.046 2.415 -1.886 0.215
H -1.895 0.764 -2.565 0.207
H -0.845 0.830 -1.071 0.207
H 0.976 0.810 -2.468 0.183
H -0.056 -0.354 -3.241 0.207
H 0.055 1.312 -3.767 0.200

Number 1: DFT total energy -199937.62565 eV. Number 2: DFT total energy -89864.92792 eV. Number 3: DFT total energy -9558.70491 eV.